Entry 1:
{
  "formula": "C29H53AsFeN3SSeSi3",
  "method": "ωB97M-V/def2-TZVPD",
  "total_charge": 1,
  "largest_force_ev_per_a": 1.0,
  "e_homo_ev": [-10.4, -10.5],
  "de_lowest_ev": 0.121,
  "spin_multiplicity": 5,
  "elements": ["Se", "As", "Fe", "S", "Si", "Si", "Si", "N", "N", "N", "C", "C", "C", "C", "C", "C", "C", "C", "C", "C", "C", "C", "C", "C", "C", "C", "C", "C", "C", "C", "C", "C", "C", "C", "C", "C", "C", "C", "C", "H", "H", "H", "H", "H", "H", "H", "H", "H", "H", "H", "H", "H", "H", "H", "H", "H", "H", "H", "H", "H", "H", "H", "H", "H", "H", "H", "H", "H", "H", "H", "H", "H", "H", "H", "H", "H", "H", "H", "H", "H", "H", "H", "H", "H", "H", "H", "H", "H", "H", "H", "H", "H"],
  "xyz": [[-0.37818, 0.62449, 1.82856], [2.09954, 0.67476, -1.65688], [-0.03782, 0.50558, -0.54681], [-1.57884, -0.93797, -1.55357], [1.91426, 0.94376, -4.01007], [3.21125, 2.55044, -0.71200], [3.51369, -1.17058, -1.25011], [-3.04837, -0.44056, 1.76497], [-1.54399, -2.01158, 1.62606], [-1.50498, 1.67909, -1.60733], [-3.73911, -1.63978, 1.60167], [-3.13168, -3.96524, 1.29949], [3.57454, 0.74771, -4.80771], [-3.37168, 0.80948, -2.81476], [-2.65775, 2.20143, 4.62384], [3.70921, -1.23669, 0.59721], [-2.21874, 0.62184, -2.04600], [5.18358, -1.08018, -2.03284], [2.84783, 2.46592, 1.10478], [-1.73149, -0.68950, 1.74986], [-5.09754, -1.91210, 1.48995], [-3.04521, 3.18173, -2.62371], [-0.27429, -2.73890, 1.53544], [-4.48032, -4.24420, 1.19304], [0.19122, -2.76985, 4.05163], [-5.44956, -3.23239, 1.28720], [1.20957, 2.61905, -4.36681], [5.03402, 2.46387, -1.02812], [-3.77977, 2.09502, -3.09841], [-3.51551, 0.94922, 4.46191], [2.48199, 4.10323, -1.41192], [0.74537, -0.36708, -4.58107], [-4.43296, 0.99889, 3.24258], [-0.00730, -3.58505, 2.77572], [2.56396, -2.63282, -1.88300], [-2.78537, -2.63582, 1.51080], [-1.91474, 2.92419, -1.88472], [-3.71875, 0.85977, 1.90075], [1.50481, -1.99253, 4.06565], [-3.27944, 3.09983, 4.59852], [1.11680, -1.37172, -4.36917], [5.15938, -1.03283, -3.12078], [2.97668, -3.56342, -1.48321], [-4.95952, 1.95733, 3.22660], [5.50305, 1.68661, -0.42187], [1.93847, 3.41633, -4.22489], [1.50848, -2.57061, -1.60719], [-1.30186, 3.72952, -1.49708], [-5.19999, 0.22550, 3.31914], [-0.22621, -0.27054, -4.09250], [0.89522, 2.63349, -5.41491], [5.25928, 2.26374, -2.07747], [-4.42695, 0.93055, 1.07401], [-0.33261, -3.35728, 0.63781], [0.60438, -0.27469, -5.66238], [1.39061, 4.05945, -1.43715], [4.35582, 1.31571, -4.29861], [0.33485, 2.83512, -3.74935], [2.34610, -2.65171, 3.83564], [2.75993, -1.12561, 1.12762], [-0.82119, -4.30136, 2.90524], [2.77334, 4.94425, -0.77578], [0.16434, -3.45038, 4.90415], [-2.12980, 2.19503, 5.57784], [-2.88112, 0.05744, 4.40970], [3.51124, 1.11159, -5.83775], [4.15403, -2.19502, 0.88301], [-4.79666, -5.26484, 1.02720], [1.78365, 2.62977, 1.29569], [-2.96327, 1.62903, 1.75842], [-4.67280, 2.26068, -3.68809], [-4.13445, 0.82009, 5.35122], [1.69146, -1.55205, 5.04538], [-0.65442, -2.08724, 4.18825], [0.89396, -4.17265, 2.57703], [4.37802, -0.44524, 0.94492], [5.49555, 3.41916, -0.76084], [5.76520, -0.23567, -1.66489], [3.87819, -0.29993, -4.84249], [3.40014, 3.25060, 1.63065], [-2.38779, -4.74458, 1.20856], [-6.49506, -3.49150, 1.19175], [-5.84476, -1.13269, 1.54437], [2.83669, 4.30800, -2.42178], [0.51109, -2.00120, 1.38336], [-3.34116, 4.20045, -2.82745], [-1.90784, 2.29104, 3.83814], [1.50462, -1.17784, 3.34005], [2.61599, -2.68779, -2.97340], [3.12481, 1.50369, 1.53932], [5.70581, -1.99914, -1.74522], [-3.92118, -0.05312, -3.16457]]
}



Entry 2:
{
  "formula": "C3H6Br2O",
  "method": "ωB97M-V/def2-TZVPD",
  "total_charge": 0,
  "largest_force_ev_per_a": 4.5,
  "e_homo_ev": [-8.0, -8.0],
  "de_lowest_ev": 4.130,
  "elements": ["Br", "Br", "O", "C", "C", "C", "H", "H", "H", "H", "H", "H"],
  "xyz": [[3.12808, 1.17195, 0.33846], [2.46630, -2.09099, 0.15399], [1.26366, -0.02598, -1.17348], [0.52355, -0.71591, -1.88070], [1.93707, -0.26664, -0.11009], [-1.87461, 0.79958, 1.34400], [-1.73153, 0.83389, 2.34841], [-2.91656, 0.76882, 1.32283], [-1.57031, 1.62455, 0.67810], [-0.19202, -0.12920, -2.40011], [-1.55527, -0.16156, 1.01350], [0.52164, -1.80851, -1.63490]]
}



Entry 3:
{
  "formula": "C22H19ClN2OS2",
  "method": "ωB97M-V/def2-TZVPD",
  "total_charge": 0,
  "largest_force_ev_per_a": 0.7,
  "e_homo_ev": -7.8,
  "de_lowest_ev": 0.000,
  "elements": ["Cl", "S", "S", "O", "N", "N", "C", "C", "C", "C", "C", "C", "C", "C", "C", "C", "C", "C", "C", "C", "C", "C", "C", "C", "C", "C", "C", "C", "H", "H", "H", "H", "H", "H", "H", "H", "H", "H", "H", "H", "H", "H", "H", "H", "H", "H", "H"],
  "xyz": [[6.43980, 0.79834, -0.93776], [-1.14500, 2.80958, -1.03647], [0.65325, -2.98275, 0.83414], [1.18575, 1.52689, 3.36476], [-0.01560, 0.14518, 2.05118], [-0.18750, -0.21160, -1.87538], [-1.33915, -1.74673, -0.71520], [-3.30334, 2.09584, 0.12805], [4.44500, -1.00668, -0.71495], [3.11965, -1.39082, -0.74755], [0.03446, -1.81607, -0.33661], [3.80221, 1.24401, -1.28390], [-1.43329, -0.73800, -1.70153], [-2.28737, 2.01417, 1.10795], [-2.64234, -0.42677, -2.30946], [-1.05841, 2.36573, 0.64149], [0.23044, 2.46675, 1.37799], [0.71811, -0.86607, -1.07264], [1.33698, -1.91020, 2.14891], [0.51428, 1.34285, 2.37340], [-3.75932, -1.11691, -1.89205], [4.78301, 0.31187, -0.98072], [-3.68206, -2.10028, -0.90032], [0.27651, -1.04123, 2.81750], [2.47895, 0.85225, -1.31937], [-2.48429, -2.43138, -0.31042], [2.11469, -0.46870, -1.04613], [-2.83900, 2.51459, -1.07320], [-2.46443, 1.71213, 2.12478], [1.72083, 1.58949, -1.54399], [-4.58464, -2.61253, -0.60241], [2.13403, -1.29610, 1.72988], [5.21589, -1.72577, -0.48737], [4.07526, 2.26759, -1.48732], [2.85669, -2.41987, -0.55798], [-2.69788, 0.32382, -3.08301], [-3.38135, 2.67967, -1.98206], [-0.64173, -1.61637, 2.96636], [0.05314, 0.50053, -2.54379], [0.65327, -0.69867, 3.78575], [1.75979, -2.61360, 2.86459], [-4.33344, 1.85417, 0.31620], [-2.41684, -3.20133, 0.44271], [1.06724, 2.48349, 0.67363], [0.27258, 3.40359, 1.94327], [-4.71688, -0.89798, -2.34031], [-0.52795, 0.03388, 1.18937]]
}



Entry 4:
{
  "formula": "C5H11N3",
  "method": "ωB97M-V/def2-TZVPD",
  "total_charge": 0,
  "largest_force_ev_per_a": 2.0,
  "e_homo_ev": -8.9,
  "de_lowest_ev": 4.520,
  "elements": ["N", "N", "N", "C", "C", "C", "C", "C", "H", "H", "H", "H", "H", "H", "H", "H", "H", "H", "H"],
  "xyz": [[-2.56433, 1.37474, -0.14169], [-2.05698, 1.21689, 0.89694], [-1.90825, -0.09752, -0.95304], [1.29748, 0.05131, 0.61829], [-2.42104, -1.02888, -1.61500], [1.02613, -0.24106, 1.88808], [1.29628, 1.46136, 0.09807], [1.57370, -1.00784, -0.41070], [1.52402, -2.00997, 0.01473], [-1.90415, -1.98089, -1.76214], [0.73132, 0.52313, 2.59601], [0.95768, -1.26490, 2.23314], [1.08181, 2.18520, 0.88437], [-3.42054, -0.95739, -2.05400], [2.56542, -0.86407, -0.84835], [0.54370, 1.57231, -0.68746], [2.26767, 1.70644, -0.34019], [-1.43503, 0.30066, 0.80566], [0.84511, -0.93954, -1.22273]]
}



Entry 5:
{
  "formula": "C11H24IO4P2Ru",
  "method": "ωB97M-V/def2-TZVPD",
  "total_charge": 2,
  "largest_force_ev_per_a": 7.2,
  "e_homo_ev": [-13.2, -15.7],
  "de_lowest_ev": 0.000,
  "spin_multiplicity": 6,
  "elements": ["I", "Ru", "P", "P", "O", "O", "O", "O", "C", "C", "C", "C", "C", "C", "C", "C", "C", "C", "C", "H", "H", "H", "H", "H", "H", "H", "H", "H", "H", "H", "H", "H", "H", "H", "H", "H", "H", "H", "H", "H", "H", "H", "H"],
  "xyz": [[-0.27918, -3.62074, -1.54001], [-0.05560, 0.84277, 0.74815], [-2.05336, 0.15793, -0.08052], [1.91107, 0.10637, -0.00546], [-1.14699, 1.75517, 2.68871], [0.33913, 0.10265, 2.75206], [-0.27320, -1.02847, -2.49068], [0.04498, 3.48438, -0.70904], [0.03159, 2.43861, -0.20759], [-0.14501, 1.17589, 3.24472], [0.24672, -2.44027, -4.38730], [2.68494, -0.43670, -1.56734], [2.48173, -1.29577, 1.00865], [3.08975, 1.44281, 0.46968], [-3.07043, 1.66857, -0.01990], [-0.10620, -2.15606, -2.97751], [0.47839, 1.87398, 4.40895], [-2.72432, -0.87614, 1.24623], [-2.89704, -0.66282, -1.45388], [2.05192, -2.20857, 0.57892], [-3.79308, -1.03972, 1.06441], [-2.56313, -0.40924, 2.21000], [2.11133, -1.16999, 2.02601], [2.92392, 1.72805, 1.52198], [-2.99268, 2.12691, 0.95987], [-2.70024, 2.35253, -0.79839], [-3.97092, -0.52087, -1.28291], [-2.19581, -1.83665, 1.20276], [1.17412, -3.02823, -4.42925], [-2.66139, -1.73055, -1.47270], [1.53364, 1.66413, 4.52198], [3.77268, -0.27043, -1.50934], [2.27044, 0.11075, -2.41658], [-0.03191, 1.58414, 5.32096], [-4.11514, 1.38316, -0.24666], [4.12294, 1.08131, 0.33015], [2.49103, -1.50861, -1.70472], [-2.61075, -0.22939, -2.40819], [-0.59338, -3.02354, -4.75601], [0.34988, 2.94314, 4.24457], [2.91165, 2.32042, -0.17495], [0.38133, -1.48650, -4.90747], [3.57656, -1.36443, 0.99765]]
}



Entry 6:
{
  "formula": "C4H10N2OS",
  "method": "ωB97M-V/def2-TZVPD",
  "total_charge": -1,
  "largest_force_ev_per_a": 5.4,
  "e_homo_ev": [1.1, -4.3],
  "de_lowest_ev": 3.153,
  "spin_multiplicity": 2,
  "elements": ["S", "O", "N", "N", "C", "C", "C", "C", "H", "H", "H", "H", "H", "H", "H", "H", "H", "H"],
  "xyz": [[1.21462, -2.33728, -1.04521], [1.92776, 1.45465, 0.03745], [-0.99555, 0.92815, -0.33835], [2.02055, -0.13466, 1.69220], [0.02803, -0.06128, 0.04797], [0.49779, -0.59612, -1.22719], [-2.34515, 0.91873, 0.30919], [1.29827, 0.47975, 0.63843], [-0.38118, -0.71320, -1.96065], [1.16238, 0.03614, -1.93357], [2.95085, 0.31495, 1.89665], [1.64764, -0.93072, 2.21516], [-0.40834, -0.79542, 0.65922], [-0.79049, 1.83486, -0.65650], [-2.60807, 1.88423, 0.83303], [-2.35341, 0.08664, 1.05437], [0.36964, -3.05458, -1.82488], [-3.23532, 0.68517, -0.39734]]
}